Molecular formula: C28H86N16O13
Method: DFT, the ωB97M-V functional and the def2-TZVPD basis

## Properties
charge = 0
relative energy (zero: lowest compared OMol25 entry of this formula, charge and spin) = 0.0 kJ/mol
Kohn-Sham gap = 8.896 eV
multiplicity = 1

Last column: Löwdin charge in e.
Geometry (Å):
1 C -20.78601 20.98809 -5.27365  -0.08
2 C -21.27130 19.55755 -5.16727  -0.29
3 O -20.85028 18.85041 -6.34048  -0.15
4 H -19.70034 20.92508 -5.38936  0.04
5 H -21.00853 21.53415 -4.35903  0.07
6 H -21.14586 21.48254 -6.17475  0.08
7 H -22.36324 19.49280 -5.10273  0.12
8 H -20.84083 19.07677 -4.27913  0.09
9 H -21.14501 17.92171 -6.27631  0.04
10 C -16.73256 13.71092 -2.06562  -0.08
11 C -15.67344 14.28494 -2.98722  -0.30
12 O -15.32160 15.58445 -2.50907  -0.13
13 H -16.30987 13.39829 -1.11026  0.07
14 H -17.27748 12.91228 -2.57426  0.08
15 H -17.53799 14.40931 -1.82754  0.05
16 H -16.12569 14.37385 -3.98367  0.08
17 H -14.84260 13.57670 -3.05496  0.11
18 H -14.51406 15.89915 -2.94852  0.03
19 C -18.87716 19.50672 -1.53839  -0.07
20 C -18.88783 20.88011 -2.17685  -0.31
21 O -17.86721 21.66462 -1.55756  -0.10
22 H -19.09909 19.53146 -0.47420  0.08
23 H -17.89998 19.05142 -1.69539  0.07
24 H -19.63155 18.89972 -2.04564  0.04
25 H -19.88235 21.33954 -2.18240  0.11
26 H -18.68335 20.78272 -3.25411  0.08
27 H -18.07781 22.60172 -1.59235  0.09
28 C -20.67768 15.31176 -1.76235  -0.64
29 O -20.04637 14.29558 -2.00883  0.02
30 N -20.58038 16.43384 -2.56248  0.17
31 N -21.68382 15.37598 -0.82460  0.16
32 H -19.91685 16.38106 -3.31928  0.07
33 H -21.31103 17.11824 -2.52382  0.08
34 H -22.08623 16.28027 -0.66147  0.09
35 H -22.01471 14.58185 -0.31528  0.10
36 C -17.62191 17.55671 -4.86612  -0.63
37 O -18.20896 16.48862 -5.08568  -0.03
38 N -18.01604 18.73420 -5.41746  0.20
39 N -16.52216 17.63400 -4.08016  0.20
40 H -18.83116 18.77291 -6.02169  0.08
41 H -17.35676 19.50523 -5.39341  0.04
42 H -16.13790 18.53076 -3.83803  0.08
43 H -16.34194 16.85673 -3.44543  0.08
44 C -21.35617 18.87411 -9.97850  -0.68
45 O -21.69894 18.74374 -11.14710  0.00
46 N -20.82051 17.84509 -9.24219  0.16
47 N -21.53389 19.99643 -9.22959  0.17
48 H -20.80015 16.90765 -9.58447  0.09
49 H -20.55442 18.11797 -8.31303  0.05
50 H -21.32706 19.97789 -8.24328  0.06
51 H -21.85885 20.81947 -9.70056  0.11
52 C -18.43674 22.13140 -7.82663  -0.68
53 O -19.05759 22.41033 -8.84770  0.01
54 N -18.52764 22.91850 -6.71002  0.15
55 N -17.59874 21.06864 -7.73731  0.19
56 H -19.17019 23.68506 -6.73375  0.10
57 H -18.02028 22.67738 -5.87660  0.08
58 H -17.35183 20.48619 -8.53223  0.06
59 H -17.09927 20.91911 -6.88235  0.04
60 C -18.98163 13.08914 -5.92045  -0.67
61 O -19.29733 11.90971 -5.90546  0.01
62 N -19.17470 13.98217 -4.91116  0.16
63 N -18.35809 13.64430 -7.03520  0.14
64 H -19.57617 13.61577 -4.06458  0.08
65 H -18.83364 14.93800 -5.03017  0.02
66 H -18.40069 14.63095 -7.22831  0.07
67 H -18.24425 13.04083 -7.82862  0.09
68 C -15.23056 21.49660 -4.38621  -0.63
69 O -16.12172 20.93763 -5.03251  -0.03
70 N -15.39976 21.80536 -3.06333  0.17
71 N -14.04884 21.89881 -4.92946  0.18
72 H -16.13889 21.29348 -2.60148  0.07
73 H -14.85242 22.48865 -2.57773  0.10
74 H -13.32728 22.22650 -4.31431  0.10
75 H -13.81786 21.72769 -5.88951  0.11
76 C -11.83038 16.74539 -8.89142  -0.06
77 C -11.90935 15.53228 -7.98235  -0.45
78 C -13.30237 14.99571 -7.73371  -0.22
79 O -14.09732 15.86375 -6.95601  -0.22
80 C -15.35502 15.31723 -6.62607  -0.10
81 N -11.01172 14.48519 -8.50390  0.04
82 H -10.82094 17.15716 -8.82366  0.08
83 H -12.53305 17.52790 -8.60126  0.07
84 H -11.98221 16.49940 -9.94472  0.08
85 H -11.53187 15.82413 -6.99584  0.12
86 H -13.20325 14.05064 -7.15626  0.13
87 H -13.85154 14.63580 -8.62064  0.14
88 H -15.84536 16.00166 -5.94379  0.06
89 H -15.20815 14.34310 -6.13454  0.09
90 H -15.94855 15.07501 -7.51451  0.08
91 H -11.16121 13.66722 -7.91712  0.07
92 H -11.30016 14.21158 -9.43855  0.07
93 C -23.77877 16.09369 -6.75594  -0.05
94 C -22.69262 15.76293 -5.74218  -0.42
95 C -22.84003 14.34553 -5.18446  -0.22
96 O -24.13798 14.16968 -4.69277  -0.20
97 C -24.51851 12.81336 -4.49532  -0.09
98 N -21.38200 15.93196 -6.39858  0.05
99 H -23.66014 15.49352 -7.66291  0.09
100 H -23.72206 17.14471 -7.04158  0.08
101 H -24.76480 15.87545 -6.35142  0.08
102 H -22.76032 16.47170 -4.90967  0.13
103 H -22.10794 14.20394 -4.37517  0.12
104 H -22.56943 13.63921 -5.98405  0.13
105 H -25.58154 12.86647 -4.26574  0.09
106 H -23.99785 12.42009 -3.61715  0.09
107 H -24.34568 12.21406 -5.38981  0.09
108 H -21.30560 15.21858 -7.12030  0.09
109 H -20.65652 15.68009 -5.72559  0.04
110 C -16.71152 20.01603 -13.33502  -0.08
111 C -17.19910 20.03480 -11.90290  -0.42
112 C -16.46495 18.99883 -11.05958  -0.19
113 O -16.73550 19.19792 -9.67800  -0.23
114 C -16.22028 18.15985 -8.89809  -0.11
115 N -17.12316 21.44375 -11.40684  0.06
116 H -17.33110 20.60069 -14.01208  0.08
117 H -16.59754 18.99937 -13.71924  0.08
118 H -15.73978 20.52162 -13.39254  0.08
119 H -18.27165 19.83458 -11.82932  0.14
120 H -15.38473 19.03976 -11.25596  0.13
121 H -16.87362 18.02147 -11.34809  0.13
122 H -15.14790 17.95155 -9.04022  0.08
123 H -16.72158 17.20295 -9.06391  0.09
124 H -16.30550 18.40363 -7.83576  0.08
125 H -17.70825 21.47971 -10.57114  0.03
126 H -16.18585 21.61578 -11.03969  0.07
127 C -12.80418 18.64649 -2.91765  -0.05
128 C -12.79542 18.05998 -4.31719  -0.42
129 C -11.53790 18.41302 -5.08611  -0.21
130 O -11.59438 19.77556 -5.46016  -0.19
131 C -10.37235 20.23889 -5.97946  -0.11
132 N -13.01599 16.60391 -4.22763  0.06
133 H -12.04959 18.14067 -2.29996  0.08
134 H -13.73943 18.43566 -2.39927  0.07
135 H -12.53750 19.70175 -2.93761  0.07
136 H -13.65974 18.46177 -4.85899  0.13
137 H -11.32807 17.74505 -5.93030  0.11
138 H -10.66996 18.25401 -4.41776  0.13
139 H -10.25400 20.00564 -7.04845  0.09
140 H -9.51250 19.79409 -5.47002  0.09
141 H -10.33501 21.32693 -5.92674  0.08
142 H -13.11986 16.18518 -5.15401  0.06
143 H -12.15999 16.19189 -3.85333  0.09

Atoms 1-3, force components in eV/Å:
0.6 -0.7 -0.1
-0.3 -0.2 -0.4
0.0 0.3 0.3

---

Molecular formula: C28H96O34
Method: DFT, the ωB97M-V functional and the def2-TZVPD basis

## Properties
charge = 0
relative energy (zero: lowest compared OMol25 entry of this formula, charge and spin) = 0.0 kJ/mol
Kohn-Sham gap = 9.470 eV
multiplicity = 1

Last column: Löwdin charge in e.
Geometry (Å):
1 O 10.67760 14.85645 15.74193  -0.01
2 H 10.76483 14.26508 16.46149  0.01
3 H 9.78761 15.23984 15.77966  0.03
4 O 17.39676 9.45714 11.17622  -0.04
5 H 17.79897 9.01479 10.41400  0.07
6 H 17.69508 9.07931 12.01122  0.01
7 O 7.53924 15.67697 15.88441  -0.08
8 H 7.63104 16.57873 15.49014  0.03
9 H 7.00019 15.17715 15.20816  0.07
10 O 13.87114 14.98910 16.76310  -0.07
11 H 14.77078 15.27627 17.00160  0.03
12 H 13.87716 14.67939 15.81797  0.05
13 O 18.01402 11.97855 12.86656  -0.05
14 H 18.43460 11.29341 12.31551  0.03
15 H 18.45365 11.92164 13.72458  0.01
16 O 13.49984 14.13761 14.16331  -0.06
17 H 14.21577 14.35897 13.51981  0.04
18 H 13.63108 13.19465 14.39144  0.05
19 C 8.64239 9.40337 16.49626  -0.22
20 C 8.95671 9.23628 15.02824  -0.23
21 O 9.78404 8.09470 14.92790  -0.08
22 O 9.77766 9.31335 17.34201  -0.08
23 H 7.97106 8.66693 16.93021  0.12
24 H 8.21083 10.39752 16.64948  0.13
25 H 9.47772 10.11887 14.63458  0.11
26 H 8.03145 9.09101 14.42968  0.14
27 H 9.22448 7.29260 15.06030  0.12
28 H 10.33883 8.56231 17.17427  0.09
29 C 12.14330 12.97922 19.27728  -0.19
30 C 11.59603 11.66898 18.84162  -0.20
31 O 11.38757 11.65388 17.39383  -0.11
32 O 13.47212 13.11451 18.71235  -0.11
33 H 12.17897 13.03887 20.34182  0.11
34 H 11.48488 13.80063 18.92319  0.14
35 H 10.60319 11.40125 19.26875  0.13
36 H 12.23388 10.80530 19.07508  0.11
37 H 10.79708 10.87044 17.25284  0.06
38 H 13.42732 13.78778 17.97217  0.05
39 C 16.98013 11.19963 19.09012  -0.18
40 C 16.10336 10.65728 20.18462  -0.17
41 O 14.86319 10.06302 19.61186  -0.11
42 O 16.42417 12.45586 18.65721  -0.11
43 H 17.15731 10.52573 18.23548  0.11
44 H 17.93732 11.48935 19.48622  0.12
45 H 15.78769 11.54531 20.82602  0.14
46 H 16.64358 9.88113 20.81233  0.13
47 H 14.09147 10.33024 20.17102  0.09
48 H 15.49801 12.31450 18.48657  0.05
49 C 12.68899 13.04845 8.93695  -0.19
50 C 12.43706 14.33716 9.72814  -0.24
51 O 13.01841 14.41563 10.98996  -0.07
52 O 13.99392 12.99608 8.30972  -0.09
53 H 11.92338 12.98610 8.17004  0.12
54 H 12.72288 12.17277 9.57619  0.09
55 H 11.35740 14.41105 9.77584  0.11
56 H 12.83074 15.12590 9.06512  0.13
57 H 12.40249 14.99272 11.51450  0.11
58 H 14.67373 12.88796 8.99250  0.03
59 C 15.44050 15.66144 20.02453  -0.25
60 C 14.83816 16.41030 21.14906  -0.25
61 O 14.04224 15.55116 21.93793  -0.05
62 O 16.18875 14.58885 20.62283  -0.08
63 H 16.07635 16.23136 19.39294  0.10
64 H 14.57825 15.26422 19.49677  0.11
65 H 14.21896 17.19260 20.79499  0.11
66 H 15.74509 16.74048 21.69627  0.13
67 H 14.65000 14.87932 22.24091  0.07
68 H 16.51337 13.98168 19.92644  0.05
69 C 19.38478 14.61772 17.17513  -0.17
70 C 18.00882 15.29134 17.58312  -0.21
71 O 16.87312 14.53297 17.10506  -0.11
72 O 19.46817 13.29590 17.88613  -0.12
73 H 20.27020 15.25208 17.61361  0.15
74 H 19.55515 14.52220 16.11202  0.09
75 H 17.80583 16.33246 17.19616  0.11
76 H 18.03719 15.27872 18.71633  0.13
77 H 16.58327 13.84163 17.72400  0.03
78 H 18.99353 12.65928 17.25827  0.07
79 C 8.81082 13.03214 13.14156  -0.21
80 C 9.99760 12.91421 12.18165  -0.28
81 O 9.99712 11.66545 11.57434  -0.06
82 O 7.55528 13.34584 12.48268  -0.06
83 H 8.89213 13.85004 13.85754  0.09
84 H 8.78235 12.06500 13.71168  0.11
85 H 10.90466 13.23637 12.68653  0.11
86 H 9.84210 13.78013 11.47332  0.13
87 H 10.78827 11.23826 11.94013  0.02
88 H 7.52352 12.78439 11.74154  0.05
89 C 14.28757 11.26695 16.24266  -0.21
90 C 15.00801 10.05304 15.78340  -0.18
91 O 15.87994 10.23037 14.64297  -0.11
92 O 13.18445 11.58585 15.37007  -0.08
93 H 14.99042 12.09151 16.27098  0.12
94 H 13.89421 11.08666 17.24885  0.11
95 H 14.21248 9.27729 15.63435  0.14
96 H 15.62623 9.69398 16.62836  0.12
97 H 15.48778 10.29720 13.73444  0.06
98 H 12.45274 11.87178 15.91663  0.05
99 C 16.87169 15.16004 13.80223  -0.18
100 C 15.99485 15.76200 12.74736  -0.18
101 O 15.42614 14.58885 12.13415  -0.11
102 O 17.47540 16.32828 14.48098  -0.11
103 H 17.60302 14.56816 13.26630  0.11
104 H 16.42491 14.61910 14.59480  0.09
105 H 16.56869 16.26533 11.95592  0.14
106 H 15.25026 16.38966 13.17094  0.11
107 H 14.64316 14.82331 11.62158  0.05
108 H 17.92541 16.03189 15.33831  0.07
109 C 13.95612 18.51895 17.34692  -0.23
110 C 15.28465 18.44209 16.62982  -0.22
111 O 15.74956 17.12031 16.80412  -0.13
112 O 13.01832 17.61885 16.79019  -0.09
113 H 13.51894 19.51657 17.30264  0.12
114 H 14.14315 18.18423 18.37159  0.11
115 H 15.99145 19.07672 17.18684  0.12
116 H 15.19525 18.72714 15.57843  0.13
117 H 16.11207 16.72419 15.94496  0.09
118 H 13.32793 16.69138 16.69286  0.04
119 C 18.72653 9.91712 15.86686  -0.23
120 C 19.10473 9.34841 14.49676  -0.22
121 O 18.02808 8.66634 13.85190  -0.10
122 O 18.25848 11.21642 15.69482  -0.10
123 H 19.68749 10.02750 16.38241  0.13
124 H 18.00817 9.29106 16.41245  0.12
125 H 19.83760 8.55727 14.67440  0.12
126 H 19.64671 10.06554 13.86379  0.12
127 H 17.16598 9.09329 14.12473  0.07
128 H 17.33104 11.18732 15.38949  0.07
129 C 12.89971 9.68784 12.23422  -0.19
130 C 14.06271 10.08061 11.38865  -0.21
131 O 15.05708 10.66437 12.18316  -0.08
132 O 12.22307 10.87186 12.63716  -0.06
133 H 13.27591 9.16749 13.12648  0.13
134 H 12.21029 9.08154 11.64665  0.13
135 H 13.70852 10.81569 10.64283  0.12
136 H 14.50144 9.12871 11.03485  0.14
137 H 15.90836 10.63531 11.71052  0.06
138 H 12.32370 10.91615 13.57624  0.06
139 C 17.75264 12.57730 8.04581  -0.20
140 C 17.27756 13.58594 9.11227  -0.19
141 O 16.30079 12.87067 9.90040  -0.14
142 O 16.73228 12.18030 7.09761  -0.07
143 H 18.09138 11.67753 8.46670  0.09
144 H 18.53866 12.98787 7.41689  0.12
145 H 16.90912 14.55226 8.78600  0.12
146 H 18.09356 13.85290 9.81747  0.12
147 H 16.37408 13.07872 10.89036  0.10
148 H 15.93384 11.93806 7.58978  0.06
149 C 9.73951 17.38818 13.67316  -0.23
150 C 11.22198 17.38539 14.06194  -0.22
151 O 12.08840 16.28295 13.67780  -0.12
152 O 8.94708 18.06393 14.67019  -0.07
153 H 9.41823 16.35925 13.60425  0.10
154 H 9.66663 17.73618 12.68072  0.10
155 H 11.23905 17.53695 15.16828  0.11
156 H 11.69617 18.25406 13.62393  0.11
157 H 12.04321 15.46110 14.24985  0.05
158 H 9.56385 18.78442 14.84877  0.09

Atoms 1-3, force components in eV/Å:
-0.1 1.0 -1.3
0.0 -0.9 1.2
0.0 -0.2 0.2